[1]
Below is the ion C3H5N2O2 with charge +1 in a non-equilibrium geometry, with properties calculated with wB97M-V/def2-TZVPD.

Its structure (SMILES) is [NH3+]/C=C/ON=C=O. Its total charge is +1. The HOMO energy is -14.0919 eV. The calculation puts the LUMO energy at -4.5 eV. For the relative energy (zero: lowest compared OMol25 entry of this formula, charge and spin), the calculation gives 385.6 kJ/mol. Its HOMO-LUMO gap is 9.6 eV.

The geometry in XYZ format:
```
12
Properties=species:S:1:pos:R:3:forces:R:3
O 2.628 0.700 -1.092 0.814 -0.966 0.566
O -0.668 1.512 -1.347 -1.781 0.029 1.038
N -0.407 -1.154 1.243 -0.287 -0.338 0.857
N 0.595 1.534 -1.837 -1.145 0.191 -1.119
C -0.078 -0.312 0.013 -0.507 -1.568 0.911
C -0.911 0.667 -0.337 0.132 0.232 1.105
C 1.533 0.967 -1.315 2.029 1.138 -0.375
H 0.731 -0.761 -0.563 -0.403 0.066 0.451
H -1.275 -0.977 1.747 -1.073 0.693 -0.955
H -0.559 -2.194 1.009 1.253 1.652 0.615
H -1.748 0.912 0.367 0.432 0.121 -1.364
H 0.159 -0.893 2.112 0.534 -1.251 -1.729
```
Positions in Å, forces in eV/Å.

[2]
Below is the ion C3H5N2O2S with charge +1 in a non-equilibrium geometry, with properties calculated with wB97M-V/def2-TZVPD.

Its structure (SMILES) is [NH2+]=C1N=CCS1(=O)=O. Its total charge is +1. The HOMO energy is -15.5791 eV. The calculation puts the LUMO energy at -7.2 eV. For the relative energy (zero: lowest compared OMol25 entry of this formula, charge and spin), the calculation gives 314.9 kJ/mol. Its HOMO-LUMO gap is 8.4 eV.

The geometry in XYZ format:
```
13
Properties=species:S:1:pos:R:3:forces:R:3
S -0.858 0.605 -1.151 -0.356 -0.040 -0.351
O -0.233 1.515 -2.027 0.416 0.052 0.130
O -2.252 0.376 -1.156 -0.273 -0.114 0.277
N 0.030 -0.516 0.979 0.451 -0.709 0.837
N 0.017 2.221 1.445 0.527 -4.896 -3.330
C 0.087 -1.230 -1.241 0.193 0.225 -0.630
C -0.183 0.645 0.614 -0.557 6.152 2.327
C -0.171 -1.497 0.104 0.179 -0.361 0.384
H -0.817 2.749 1.227 -0.350 -0.157 0.083
H 1.020 -0.768 -1.551 0.251 -0.099 0.191
H 0.158 1.996 2.420 -0.286 -0.244 0.222
H -0.693 -2.377 0.470 -0.038 0.015 -0.080
H -0.293 -1.945 -1.965 -0.157 0.176 -0.061
```
Positions in Å, forces in eV/Å.

[3]
Below is the ion C3H5N2O3P with charge -2 in a non-equilibrium geometry, with properties calculated with wB97M-V/def2-TZVPD.

Its structure (SMILES) is CCN=P([O-])([O-])OC#N. Its total charge is -2. The HOMO energy is -0.0502 eV. The calculation puts the LUMO energy at 7.0 eV. For the relative energy (zero: lowest compared OMol25 entry of this formula, charge and spin), the calculation gives 0.0 kJ/mol. Its HOMO-LUMO gap is 7.0 eV.

The geometry in XYZ format:
```
14
Properties=species:S:1:pos:R:3:forces:R:3
P -1.323 -0.333 -2.573 -0.614 -1.541 -0.084
O -2.713 -0.421 -3.212 1.956 0.221 0.552
O -0.240 0.534 -4.116 -2.033 -0.399 -0.409
O -0.381 -1.553 -2.623 -1.310 1.340 0.449
N -1.237 0.698 -1.356 -0.073 0.280 -1.183
N 1.955 1.380 -3.699 -0.436 -0.376 -0.085
C -0.052 0.801 -0.536 -0.162 -1.038 -0.142
C 0.878 0.924 -3.870 2.416 1.340 0.236
C -0.155 -0.507 0.402 1.977 1.973 0.705
H -1.110 -0.585 0.922 -0.243 0.400 -0.285
H 0.633 -0.482 1.250 -0.645 -0.476 -1.240
H 0.908 0.914 -1.127 -0.645 -1.044 0.557
H -0.079 -1.317 -0.319 0.355 -0.311 0.324
H -0.021 1.784 -0.030 -0.542 -0.371 0.606
```
Positions in Å, forces in eV/Å.

[4]
Below is a cluster of 2 separate species, C3H5N2OS in total in a non-equilibrium geometry, with properties calculated with wB97M-V/def2-TZVPD.

Its total charge is +1. The HOMO energy is -13.5487 eV. The calculation puts the LUMO energy at -6.1 eV. For the relative energy (zero: lowest compared OMol25 entry of this formula, charge and spin), the calculation gives 163.5 kJ/mol. Its HOMO-LUMO gap is 7.5 eV.

The geometry in XYZ format:
```
12
Properties=species:S:1:pos:R:3:forces:R:3
S -0.016 4.013 2.824 -0.562 0.513 0.272
O 1.976 2.386 2.013 0.097 -0.020 -0.034
N -0.029 0.979 0.046 0.120 0.092 1.400
N -0.493 0.015 -0.435 0.494 1.077 -0.397
C 1.139 3.095 2.380 0.454 -0.499 -0.264
C -0.947 -1.073 -0.790 -0.753 -1.429 -0.373
C -0.118 -2.267 -1.100 0.545 -0.099 0.008
H -0.459 -2.707 -2.037 0.005 0.087 -0.022
H -0.255 -3.016 -0.319 -0.110 0.054 0.069
H -2.024 -1.171 -0.887 -0.158 0.376 0.086
H 0.938 -2.013 -1.157 0.007 -0.058 -0.054
H 0.289 1.758 -0.539 -0.138 -0.093 -0.690
```
Positions in Å, forces in eV/Å.

[5]
Below is a structure of composition C3H5N3 in a non-equilibrium geometry, with properties calculated with wB97M-V/def2-TZVPD.

The HOMO energy is -8.4542 eV. The calculation puts the LUMO energy at 0.9 eV. For the relative energy (zero: lowest compared OMol25 entry of this formula, charge and spin), the calculation gives 374.5 kJ/mol. Its HOMO-LUMO gap is 9.3 eV.

The geometry in XYZ format:
```
11
Properties=species:S:1:pos:R:3:forces:R:3
N -0.274 0.345 -0.194 -0.223 0.967 0.071
N 1.647 -1.324 -0.531 -1.595 -1.449 -1.225
N 0.580 -1.468 -0.879 2.012 -0.663 0.055
C -1.631 0.095 0.230 -0.182 0.230 0.197
C 1.944 0.257 0.455 0.197 1.246 0.936
C 0.801 0.767 0.522 -0.001 -0.713 -0.356
H 3.000 0.292 0.588 0.131 0.162 0.273
H -0.220 0.751 -1.115 -0.216 -0.002 -0.234
H -2.132 -0.437 -0.589 0.092 0.165 0.248
H -2.135 1.041 0.425 -0.337 -0.107 0.140
H -1.658 -0.540 1.119 0.123 0.164 -0.106
```
Positions in Å, forces in eV/Å.

[6]
Below is an isolated molecule of C3H5N3 in a non-equilibrium geometry, with properties calculated with wB97M-V/def2-TZVPD.

Its structure (SMILES) is C/C(C#N)=N/N. The HOMO energy is -9.4173 eV. The calculation puts the LUMO energy at 0.3 eV. For the relative energy (zero: lowest compared OMol25 entry of this formula, charge and spin), the calculation gives 185.9 kJ/mol. Its HOMO-LUMO gap is 9.7 eV.

The geometry in XYZ format:
```
11
Properties=species:S:1:pos:R:3:forces:R:3
N 0.206 2.097 -0.011 -0.391 -0.849 0.542
N 2.495 -0.779 -0.318 0.050 0.193 0.260
N -0.529 0.928 0.101 0.932 0.655 -0.719
C 0.033 -0.226 -0.103 -3.528 0.902 1.177
C 1.397 -0.471 -0.161 1.840 -0.384 -0.860
C -0.942 -1.409 -0.042 -1.265 0.673 0.188
H 1.191 1.969 0.206 0.025 0.341 -0.034
H -1.217 -1.780 -1.058 0.297 0.379 0.645
H -1.940 -0.980 0.454 2.338 -1.295 -0.908
H -0.237 2.906 0.452 0.331 -1.061 -0.329
H -0.457 -2.255 0.481 -0.628 0.446 0.038
```
Positions in Å, forces in eV/Å.

[7]
Below is an isolated molecule of C3H5N3, with properties calculated with wB97M-V/def2-TZVPD.

Its structure (SMILES) is Nc1cn[nH]c1. The HOMO energy is -8.4958 eV. The calculation puts the LUMO energy at 1.0 eV. For the relative energy (zero: lowest compared OMol25 entry of this formula, charge and spin), the calculation gives 70.1 kJ/mol. Its HOMO-LUMO gap is 9.5 eV.

The geometry in XYZ format:
```
11
Properties=species:S:1:pos:R:3:forces:R:3
N -1.868 -0.255 -0.176 -0.011 -0.139 0.085
N 1.697 -0.069 -0.006 0.118 -0.087 0.003
N 1.429 1.230 0.144 -0.217 -0.097 -0.012
C 0.105 1.302 0.105 -0.057 0.061 -0.007
C 0.584 -0.837 -0.120 -0.024 0.041 -0.025
C -0.487 0.027 -0.054 0.293 0.015 0.022
H 0.634 -1.909 -0.250 0.005 0.144 0.033
H -0.394 2.258 0.182 0.083 -0.120 0.013
H -2.348 -0.178 0.714 0.026 0.069 -0.094
H 2.657 -0.374 -0.018 -0.151 0.052 -0.012
H -2.009 -1.196 -0.520 -0.065 0.061 -0.005
```
Positions in Å, forces in eV/Å.

[8]
Below is a structure of composition C3H5N3 in a non-equilibrium geometry, with properties calculated with wB97M-V/def2-TZVPD.

The HOMO energy is -8.2842 eV. The calculation puts the LUMO energy at -0.3 eV. For the relative energy (zero: lowest compared OMol25 entry of this formula, charge and spin), the calculation gives 582.5 kJ/mol. Its HOMO-LUMO gap is 8.0 eV.

The geometry in XYZ format:
```
11
Properties=species:S:1:pos:R:3:forces:R:3
N 2.320 0.261 0.889 -1.105 -0.281 -1.142
N 1.074 1.359 0.440 -0.010 -2.802 -2.611
N -0.292 -0.770 -0.106 0.428 0.601 -0.002
C 2.141 -0.667 -0.010 0.676 0.743 0.694
C 0.831 -0.067 -0.243 0.240 1.566 2.616
C -1.615 -0.180 -0.203 -0.234 0.264 0.196
H -0.218 -1.716 0.269 0.220 0.286 -0.722
H -1.563 0.660 -0.901 -0.083 -0.134 0.186
H 1.605 1.863 -0.304 -0.324 -0.419 0.794
H -2.316 -0.925 -0.597 0.232 0.190 0.097
H -1.967 0.180 0.766 -0.041 -0.012 -0.104
```
Positions in Å, forces in eV/Å.

[9]
Below is an isolated molecule of C3H5N3 in a non-equilibrium geometry, with properties calculated with wB97M-V/def2-TZVPD.

The HOMO energy (alpha / beta) is -7.8072 / -7.8062 eV. The calculation puts the LUMO energy (alpha / beta) at 0.4 / 0.4 eV. For the relative energy (zero: lowest compared OMol25 entry of this formula, charge and spin), the calculation gives 335.3 kJ/mol. Its HOMO-LUMO gap (alpha / beta) is 8.2 / 8.2 eV.

The geometry in XYZ format:
```
11
Properties=species:S:1:pos:R:3:forces:R:3
N 0.665 -1.458 -0.407 -0.234 0.563 0.446
N 0.918 0.826 0.145 -0.682 -0.096 -0.106
N -1.265 1.821 0.592 1.002 -0.928 -0.870
C -0.687 -1.317 -0.244 0.295 0.772 -0.074
C -0.450 0.972 0.121 -0.795 -0.822 -0.722
C 1.422 -0.442 -0.179 -0.063 -0.442 0.873
H -1.147 -1.029 0.695 0.511 -0.476 0.320
H 1.517 1.644 -0.017 -0.364 -0.460 0.143
H -1.266 -2.101 -0.781 0.105 1.198 -0.054
H -2.184 1.648 0.155 0.418 0.170 0.460
H 2.495 -0.617 -0.087 -0.193 0.521 -0.416
```
Positions in Å, forces in eV/Å.

[10]
Below is an isolated molecule of C3H5N3, with properties calculated with wB97M-V/def2-TZVPD.

The HOMO energy is -9.1640 eV. The calculation puts the LUMO energy at 0.9 eV. For the relative energy (zero: lowest compared OMol25 entry of this formula, charge and spin), the calculation gives 318.4 kJ/mol. Its HOMO-LUMO gap is 10.0 eV.

The geometry in XYZ format:
```
11
Properties=species:S:1:pos:R:3:forces:R:3
N 0.378 -1.709 0.630 0.015 0.574 0.018
N 0.484 1.719 -0.384 -0.082 0.208 -0.062
N -0.497 -1.622 -0.452 -0.227 0.076 -0.285
C -0.016 0.437 -0.035 -0.479 -0.260 -0.038
C -0.760 -0.422 -0.986 0.655 -0.593 -0.075
C 0.702 -0.484 0.875 -0.156 -0.268 -0.072
H 0.000 2.053 -1.211 0.113 0.023 0.109
H -1.126 0.430 0.318 0.265 0.248 0.642
H 1.394 -0.236 1.675 -0.147 -0.057 -0.180
H -0.902 -2.491 -0.765 0.045 0.115 0.068
H 0.381 2.397 0.363 -0.001 -0.066 -0.124
```
Positions in Å, forces in eV/Å.